i | 2 unconnected molecules or ions with the total composition C3H5N4, computed with wB97M-V/def2-TZVPD.

```
12
Properties=species:S:1:pos:R:3
C -2.482 -1.542 -0.043
C -0.944 2.050 -0.013
C 2.326 -1.356 0.032
N 0.728 0.388 -0.525
N -1.378 -1.339 -0.081
N -0.201 1.030 -0.241
N 1.367 -0.587 -0.181
H -3.506 -1.739 -0.002
H -1.950 1.855 -0.202
H -0.433 2.891 0.373
H 3.247 -0.886 0.270
H 2.243 -2.392 0.131
```

- orbital gap (hartree) = 0.3653
- charge = +1

ii | 2 unconnected molecules or ions with the total composition C3H5N4, computed with wB97M-V/def2-TZVPD.

```
12
Properties=species:S:1:pos:R:3
C 1.890 1.447 -0.514
C 1.844 1.433 -1.800
C -1.367 -1.156 0.981
N 0.818 -0.661 2.016
N 1.907 1.399 0.705
N 1.555 1.173 -2.953
N -0.166 -0.902 1.552
H -1.590 -2.226 1.060
H -1.359 -0.863 -0.076
H -2.150 -0.589 1.504
H 2.566 1.905 1.289
H 2.039 1.556 -3.759
```

- orbital gap (hartree) = 0.2260
- charge = +1

iii | A gas-phase ion, C3H5N4 (charge +1), computed with wB97M-V/def2-TZVPD.

```
12
Properties=species:S:1:pos:R:3
C -1.600 -0.438 0.264
C 2.303 0.219 -0.109
C -2.947 -0.200 -0.070
N -0.477 -0.765 0.264
N 1.664 -0.707 0.254
N 0.632 -1.441 0.363
N 3.117 1.178 -0.248
H -2.933 0.675 -0.672
H -3.636 -0.030 0.920
H -3.353 -1.029 -0.596
H 3.847 0.982 -0.959
H 3.385 1.556 0.588
```

- orbital gap (hartree) = 0.3527
- charge = +1

It is i that is the least stable of them.

i | A single CH6N2O2S molecule, computed with wB97M-V/def2-TZVPD.

```
12
Properties=species:S:1:pos:R:3
N 1.615 0.567 -1.207
S 0.704 -0.380 -0.419
O 1.064 -2.139 -0.454
O 0.954 0.190 1.171
C -1.084 0.305 -0.324
N -1.708 0.076 0.851
H 2.288 0.165 -1.808
H 1.791 0.569 1.491
H -1.560 -0.249 -1.304
H -1.005 1.344 -0.521
H -1.249 0.473 1.742
H -1.810 -0.918 0.783
```

- orbital gap (hartree) = 0.3594
- SMILES = N=[S@@](=O)(O)CN

ii | A molecular structure, CH6N2O2S, computed with wB97M-V/def2-TZVPD.

```
12
Properties=species:S:1:pos:R:3
C -1.819 0.810 0.094
N 1.946 0.667 0.572
N 1.157 -1.730 -0.404
O 1.154 0.539 -1.688
O -0.971 -0.239 0.170
S 1.099 -0.057 -0.390
H -1.196 1.567 -0.549
H -2.064 1.262 1.030
H -2.774 0.529 -0.525
H 2.039 0.378 1.554
H 1.295 -1.782 0.636
H 0.135 -1.945 -0.499
```

- orbital gap (spin up / spin down) (hartree) = 0.3457 / 0.3456

It is i that is the least stable of them.

i | 2 unconnected molecules or ions with the total composition C8H14N3O3, computed with wB97M-V/def2-TZVPD.

```
28
Properties=species:S:1:pos:R:3
C -2.587 -0.774 1.107
C -2.498 -0.571 -1.331
C -2.239 0.865 -1.114
C 0.751 -0.709 -0.432
C 1.772 0.772 1.186
C 2.147 -1.392 -0.559
C 3.132 0.379 0.580
C -1.713 1.200 0.293
N -1.896 0.339 1.280
N -2.805 -1.248 -0.107
N 0.813 0.620 0.132
O -2.486 -1.236 -2.341
O 3.093 -1.104 0.384
O -0.996 2.270 0.499
H -2.837 -1.271 2.089
H -1.530 1.262 -1.863
H -3.139 1.397 -1.333
H 0.261 -0.695 -1.458
H 0.011 -1.306 0.126
H 1.538 0.127 2.030
H 1.772 1.829 1.549
H 2.071 -2.585 -0.722
H 2.497 -1.014 -1.549
H 3.335 0.944 -0.319
H 3.907 0.660 1.260
H -3.036 -2.241 -0.242
H 1.197 1.274 -0.452
H -0.534 2.206 1.306
```

- orbital gap (hartree) = 0.2360
- charge = +1

ii | A gas-phase ion, C8H14N3O3 (charge +1), computed with wB97M-V/def2-TZVPD.

```
28
Properties=species:S:1:pos:R:3
N -3.197 0.571 -1.139
C -1.819 0.758 -0.993
N -0.779 -0.087 -0.291
C -0.241 -1.302 -1.011
C 0.448 -0.999 -2.469
O -0.158 -0.467 -3.539
C 0.186 0.764 0.502
C 1.761 0.334 0.638
C 2.071 -0.844 1.736
C 0.747 -1.551 2.394
O 0.350 -2.816 2.094
O -0.101 -0.867 3.424
C -0.125 2.221 -0.258
N -1.018 1.949 -1.485
H -3.744 0.973 -1.956
H -3.748 0.075 -0.376
H -1.170 -2.020 -1.230
H 0.508 -1.959 -0.373
H 1.586 -1.336 -2.593
H -0.348 0.915 1.534
H 2.337 1.305 1.025
H 2.285 0.050 -0.380
H 2.756 -0.401 2.607
H 2.739 -1.676 1.214
H -1.045 -0.977 3.106
H 0.849 2.864 -0.505
H -0.845 2.749 0.531
H -0.284 1.776 -2.208
```

- orbital gap (hartree) = 0.2953
- charge = +1
- SMILES = NC1=[N+](CC=O)[C@@H](CCC(=O)O)CN1

It is ii that is the least stable of them.